DFT (the ωB97M-V functional and the def2-TZVPD basis) results for a molecular structure, C6H28AgBN12O6.

Values from the calculation:
**Highest occupied orbital energy (spin up / spin down)**: -11.28 / -11.28 eV
**HOMO-LUMO gap (spin up / spin down)**: 6.58 / 4.17 eV
**DFT total energy**: -41505.95856 eV
**<S²>**: 0.753
**LUMO (spin up / spin down)**: -4.704 / -7.111 eV
**ΔE to the lowest compared entry with this formula, charge and spin**: 230.0 kcal per mole

Structure (ORCA input):
```
! wB97M-V def2-TZVPD RIJCOSX def2/J DEFGRID3
* xyz 1 2
Ag -17.31487 18.24476 -1.48078
O -20.68032 15.16618 -4.07977
O -12.89078 17.86728 -2.25312
O -15.12531 18.39429 2.35255
O -17.78548 13.95327 -0.17866
O -16.52411 22.55845 -1.03176
O -17.18322 18.80834 -6.05691
N -18.18043 11.88484 -0.81453
N -15.50648 24.51624 -0.60677
N -10.80583 18.08622 -3.14979
N -16.06354 19.24272 -7.90611
N -14.04709 17.07472 3.65941
N -17.98384 18.66637 -8.06647
N -19.33185 12.61106 0.78198
N -22.22050 13.81510 -5.03939
N -11.10446 18.07651 -1.01325
N -14.76929 18.98138 4.42694
N -20.14028 13.25822 -5.22578
N -17.02311 23.58549 0.71949
C -20.96771 14.12670 -4.77257
C -14.69017 18.19452 3.44350
C -11.66828 17.93841 -2.16203
C -16.26383 23.47681 -0.29888
C -18.33317 12.88878 0.01150
C -17.06658 18.89017 -7.22715
B -20.65098 19.52451 -0.50383
H -21.67716 19.85594 -0.46733
H -15.39338 24.57419 -1.60874
H -18.77744 18.09671 -7.81000
H -22.79870 14.57574 -4.71195
H -11.10296 17.79241 -4.06929
H -17.66250 22.82883 0.91630
H -17.01763 24.45000 1.24168
H -19.51855 11.68365 1.13574
H -20.50943 18.50265 -0.18760
H -22.56991 12.99465 -5.51361
H -17.45780 11.87306 -1.52006
H -20.26881 19.62512 -1.50785
H -9.82710 18.18841 -2.92230
H -10.11170 17.94989 -0.87730
H -18.40931 10.97499 -0.44051
H -17.94135 19.14132 -8.95681
H -20.62848 12.50083 -5.68198
H -14.27534 18.51537 5.17456
H -15.03041 25.11171 0.05569
H -15.81453 19.21581 -8.88456
H -15.24402 19.39674 -7.33623
H -19.70770 13.38026 1.31785
H -13.49278 16.84503 4.47187
H -20.08825 20.22822 0.08978
H -15.15365 19.90387 4.28070
H -11.71808 18.09659 -0.21127
H -19.16398 13.36753 -4.99129
H -13.94983 16.48109 2.84809
*
```



DFT (the ωB97M-V functional and the def2-TZVPD basis) results for a molecular structure, C6H28ClF2N6O7PS2Ti.

Values from the calculation:
**Highest occupied orbital energy (spin up / spin down)**: -1.92 / -5.76 eV
**HOMO-LUMO gap (spin up / spin down)**: 4.22 / 8.06 eV
**DFT total energy**: -101982.23993 eV
**<S²>**: 3.752
**LUMO (spin up / spin down)**: 2.302 / 2.302 eV

Structure (ORCA input):
```
! wB97M-V def2-TZVPD RIJCOSX def2/J DEFGRID3
* xyz -1 4
Ti -3.73354 22.48972 8.39081
Cl -6.60994 22.31075 7.88520
S -2.85235 17.63239 3.92209
S -2.43929 19.72086 2.74461
P -7.83904 21.20428 2.59937
F -3.10796 21.17995 2.79420
F -2.46032 17.35982 5.40759
O -7.03974 21.85845 3.67316
O -3.42629 22.99778 6.28026
O -3.56099 20.22236 7.99339
O -3.05881 19.23787 1.51862
O -1.68306 17.24035 3.20050
O -4.06360 16.81835 3.76470
O -1.01136 20.03227 2.87520
N -4.92959 20.62448 5.72735
N -1.93088 20.84914 5.98835
N -7.05776 21.34816 1.03498
N -8.12076 19.49066 2.80127
N -9.34422 21.97782 2.56822
N -3.01982 19.35014 4.07683
C -10.37068 21.72068 1.54195
C -8.27324 19.15065 4.22613
C -9.02413 18.74920 1.92518
C -7.50321 22.25824 0.01382
C -9.65338 23.18034 3.35901
C -5.70134 20.78902 0.78469
H -9.08824 19.27972 0.97379
H -0.92585 20.90166 6.07670
H -7.54531 23.31784 0.26964
H -4.41876 20.17182 4.98060
H -2.31760 21.79584 5.88374
H -7.46717 19.57623 4.81619
H -8.63079 17.77258 1.64122
H -5.43860 20.03758 1.52876
H -4.93234 21.55583 0.87779
H -2.50497 20.49404 6.76686
H -10.57132 22.95681 3.90140
H -3.00453 19.42770 8.00071
H -4.84192 21.62585 5.55801
H -11.08065 20.98752 1.92705
H -9.95218 21.37592 0.59654
H -8.88102 23.39153 4.09995
H -4.56394 20.39806 6.65495
H -5.93452 20.58452 5.60412
H -10.91048 22.61637 1.23293
H -8.42182 21.96058 -0.49615
H -3.28003 23.81404 5.77925
H -10.05742 18.68367 2.27124
H -9.27828 19.45968 4.52377
H -6.80916 22.12430 -0.81760
H -2.21772 20.29844 5.16636
H -8.37484 18.06461 4.24420
H -9.56604 24.12152 2.81325
H -5.72758 20.27165 -0.17418
*
```



DFT (the ωB97M-V functional and the def2-TZVPD basis) results for 8 unconnected molecules or ions with the total composition C6H28N2O7.

Values from the calculation:
**Highest occupied orbital energy (spin up / spin down)**: -13.23 / -13.10 eV
**HOMO-LUMO gap (spin up / spin down)**: 10.15 / 5.48 eV
**DFT total energy**: -23980.33652 eV
**<S²>**: 0.755
**LUMO (spin up / spin down)**: -3.076 / -7.623 eV
**ΔE to the lowest compared entry with this formula, charge and spin**: 26.4 kcal per mole

Structure (ORCA input):
```
! wB97M-V def2-TZVPD RIJCOSX def2/J DEFGRID3
* xyz 1 2
O -2.00428 -1.74801 2.18621
O -0.95905 2.72708 2.05244
O -2.63063 0.75686 1.37003
O -1.36154 -3.61619 0.08341
O -1.10782 3.61428 -0.59327
O 1.76448 2.72627 0.27267
O 0.35254 -2.67556 2.60552
N 0.95756 -0.09921 1.03756
N 1.06298 -1.21572 -2.44290
C -0.41357 0.40253 -1.63255
C 0.36155 -0.86719 -1.25887
C 1.49256 -0.67866 -0.18357
C -0.26536 0.57565 -3.15985
C 2.09246 0.34178 1.85060
C 0.43524 -0.71033 -3.66676
H 0.22690 0.58408 0.91441
H 1.21857 -0.42082 -4.35263
H -1.45201 0.24847 -1.35250
H 2.82936 -0.44300 2.02023
H -1.49234 -2.80757 0.59875
H 1.51576 -2.12951 -2.41264
H -2.18021 -3.75594 -0.40424
H -0.36905 -1.58168 -0.85406
H 0.56294 -3.32045 1.92277
H -2.21011 -2.66607 2.01373
H -1.29123 0.66443 -3.51174
H 0.54521 -1.80927 2.21605
H -3.29643 0.82981 2.05218
H 0.28813 1.43479 -3.51342
H -0.01562 2.69195 1.88803
H 2.67771 1.18344 1.48962
H 1.76332 -1.71191 0.07554
H -1.17991 -1.71175 2.70168
H -0.12360 -1.51809 -4.13344
H 1.95917 2.31657 -0.56548
H -0.04517 1.27497 -1.10258
H -1.45916 1.87910 1.98174
H -2.14686 -0.07354 1.55390
H -1.59207 4.07380 0.10152
H 2.39448 -0.22339 -0.60470
H -0.49681 3.11675 -0.08271
H 1.86710 3.65639 0.01866
H 1.72483 0.68488 2.82065
*
```



DFT (the ωB97M-V functional and the def2-TZVPD basis) results for 10 unconnected molecules or ions with the total composition C6H28NO10.

Values from the calculation:
**Highest occupied orbital energy**: -13.18 eV
**HOMO-LUMO gap**: 9.45 eV
**DFT total energy**: -28634.60338 eV
**LUMO**: -3.732 eV
**ΔE to the lowest compared entry with this formula, charge and spin**: 0.0 kcal per mole

Structure (ORCA input):
```
! wB97M-V def2-TZVPD RIJCOSX def2/J DEFGRID3
* xyz 1 1
O 1.95486 -2.11110 0.92389
O -2.27268 -2.43559 1.42198
O -2.37904 -2.87650 -1.66043
O -1.38060 -0.65319 3.28508
O -0.40562 -4.02031 0.28728
O 1.18265 -0.35516 -1.06214
O 0.72644 3.15980 -2.50756
O -3.29286 1.00577 2.30541
O 3.84674 0.23393 -1.57066
O 3.24991 2.81094 -1.71657
N -0.05229 0.72746 1.38548
C 0.95254 0.78162 2.15031
C 0.41530 2.80392 0.19221
C -1.14906 -0.03885 -1.33421
C 0.25653 -0.10013 -1.80280
C -0.26325 1.67858 0.28852
C -1.45571 1.27972 -0.58154
H -3.02088 -3.57099 -1.85453
H 3.79067 1.97685 -1.72464
H -1.29154 -0.97643 -0.75250
H 1.55205 -1.39625 0.41265
H 4.47556 -0.35036 -1.15087
H 1.12818 3.23720 0.87054
H -4.15449 0.58349 2.24935
H -2.31792 -0.38948 3.32156
H -1.42916 -1.43930 2.70753
H -2.39647 1.26259 -0.05041
H 0.46228 0.12371 -2.86730
H -1.37368 2.07693 -1.32328
H 0.45172 -3.80158 0.67778
H 3.67406 3.18624 -2.50358
H -2.41700 -1.99532 0.58443
H 0.88105 3.91556 -3.05652
H -3.35106 1.84956 2.74834
H -1.76730 -3.23669 1.20136
H 2.96478 -0.16566 -1.55133
H 2.88489 -1.88258 1.01191
H 1.84106 1.37169 1.91849
H 1.01126 0.25674 3.10068
H -0.37324 -4.97493 0.15918
H -0.87133 0.20402 1.78402
H -1.96488 -0.26380 -2.02358
H -1.71203 -3.03050 -2.33999
H 1.64167 2.81666 -2.35953
H 0.13534 3.35146 -0.69656
*
```



DFT (the ωB97M-V functional and the def2-TZVPD basis) results for a molecular structure, C6H28O11P2.

Values from the calculation:
**Highest occupied orbital energy**: -9.90 eV
**HOMO-LUMO gap**: 10.56 eV
**DFT total energy**: -47778.28589 eV
**LUMO**: 0.667 eV

Structure (ORCA input):
```
! wB97M-V def2-TZVPD RIJCOSX def2/J DEFGRID3
* xyz 0 1
P -0.68453 0.41163 -0.51078
P -3.53376 0.69007 -0.74341
O -0.30516 -0.41793 0.63106
O -0.86854 -4.26996 -0.21782
O 2.95150 2.89721 4.15667
O 2.09476 2.50194 0.05144
O -4.36846 1.02491 0.55643
O -3.42016 -0.87667 -0.78926
O -2.08437 1.20741 -0.32244
O -1.80999 -2.04856 -3.09481
O 4.58418 2.47923 -2.15617
O -3.20435 -2.69612 1.30886
O -4.01652 1.27230 -1.98419
C 4.98553 3.63005 -2.88910
C 1.82076 3.54060 0.98566
C -2.00354 -2.62957 2.08579
C 0.04542 -5.33177 0.00684
C -2.27670 -3.03989 -3.99603
C 2.03034 3.22989 5.18537
H 0.41004 -5.76186 -0.92976
H 3.83998 2.92306 4.52236
H 4.30071 3.84717 -3.71252
H 0.18429 1.46075 -0.78790
H 2.07142 2.51963 6.01524
H -0.41840 -3.56494 -0.69502
H -5.23448 1.35853 0.28368
H 0.90034 -5.00930 0.60707
H 0.84916 3.32205 1.42581
H 4.58655 1.72353 -2.74971
H -2.95902 -2.62315 -4.74143
H 5.99798 3.52447 -3.28658
H 2.95246 2.66972 -0.35316
H -3.74091 -1.38146 -0.00857
H -2.56724 -1.67890 -2.62613
H -0.49194 -6.10275 0.55504
H -0.84019 -0.29816 -1.70622
H 2.56006 3.57007 1.78582
H -1.40489 -3.43893 -4.51060
H -2.14954 -1.92484 2.90152
H -1.77920 -3.60852 2.51443
H -2.77653 -3.86087 -3.47437
H -1.17621 -2.29886 1.47309
H 4.97119 4.46764 -2.19567
H 2.19495 4.23932 5.57232
H 1.77035 4.51673 0.49302
H 1.03762 3.18529 4.74311
H -3.02497 -3.35020 0.62107
*
```



DFT (the ωB97M-V functional and the def2-TZVPD basis) results for 8 unconnected molecules or ions with the total composition C6H29NO8.

Values from the calculation:
**Highest occupied orbital energy**: -8.88 eV
**HOMO-LUMO gap**: 8.54 eV
**DFT total energy**: -24557.42459 eV
**LUMO**: -0.336 eV
**ΔE to the lowest compared entry with this formula, charge and spin**: 163.3 kcal per mole
**SMILES string**: CC[C@@H](C)[C@@H](N)CO.O.O.O.O.O.O.O

Structure (ORCA input):
```
! wB97M-V def2-TZVPD RIJCOSX def2/J DEFGRID3
* xyz 0 1
O 3.38181 -1.20606 1.49897
O -2.65509 0.38140 2.35953
O -0.47702 -2.54289 -0.08001
O 0.63033 -2.22617 -3.68124
O 0.38919 -3.97311 1.90512
O -3.42983 -2.02746 0.69963
O -2.05154 2.18397 -2.31123
O 1.46625 -1.71436 2.88139
N 0.39122 -0.42341 -1.63724
C 0.87715 1.94418 -0.74401
C -0.11053 2.49436 0.33753
C 0.07126 1.03483 -1.80295
C 2.03733 1.15317 -0.22801
C -0.17078 3.92358 0.15024
C -1.42238 1.00416 -1.85752
H -0.34192 4.22022 -0.91024
H -2.35410 0.65607 3.19520
H -1.32841 -2.17842 -0.18637
H -1.95807 0.19319 -2.33164
H 0.77560 -3.49676 2.53266
H 2.51063 0.57065 -1.14597
H 2.76782 1.66084 0.26972
H 0.34464 2.44386 1.40774
H -0.55907 -3.31306 0.64646
H 0.88634 -3.94184 1.16868
H 1.08894 -0.84882 2.59832
H 0.33270 -0.71293 -0.71904
H 3.12387 -2.03385 1.08709
H -2.14008 2.29452 -3.24773
H 0.00899 -1.61209 -3.96309
H 0.92633 4.19670 0.28207
H -3.17825 -2.81463 0.36781
H 0.33008 -2.62657 -2.92412
H 1.63883 0.45167 0.43709
H 1.25401 3.00385 -1.17340
H 0.52801 1.40904 -2.81776
H 1.29267 -0.48100 -2.02342
H -3.18976 -2.03670 1.51070
H -0.92505 4.43850 0.81145
H 3.31676 -1.30392 2.47983
H -1.85266 0.26189 1.86458
H 0.94698 -1.74237 3.64955
H -1.15264 2.22224 0.56192
H -2.02056 1.11358 -0.91826
*
```